Record 1
# C25H40FNO4PdSSi

A structure of composition C25H40FNO4PdSSi (wB97M-V/def2-TZVPD, OMol25).

XYZ file:
```
74
Properties=species:S:1:pos:R:3
Pd -0.74 0.88 -1.72
C 2.65 1.77 2.24
C 1.92 1.95 0.91
C 2.77 1.43 -0.24
C 1.56 3.42 0.68
O 0.69 1.29 0.93
Si 0.19 -0.26 1.26
S -1.46 -0.77 0.21
O 1.56 -1.18 1.05
C 1.86 -2.50 1.46
C 2.41 -2.45 2.88
C 2.93 -3.00 0.51
C 0.63 -3.40 1.39
O 0.04 -0.33 2.94
C -1.02 0.15 3.75
C -0.42 0.31 5.15
C -1.53 1.50 3.26
C -2.15 -0.87 3.78
H 3.61 2.30 2.22
H 2.83 0.71 2.43
H 2.05 2.16 3.06
H 3.63 2.09 -0.40
H 2.17 1.40 -1.15
H 3.13 0.41 -0.04
H 2.47 4.03 0.64
H 0.92 3.77 1.49
H 1.00 3.52 -0.25
H 3.34 -1.88 2.90
H 2.62 -3.47 3.24
H 1.70 -1.97 3.55
H 3.78 -2.31 0.52
H 2.54 -3.05 -0.51
H 3.28 -4.00 0.80
H -0.12 -3.09 2.12
H 0.92 -4.43 1.60
H 0.18 -3.34 0.40
H 0.38 1.05 5.13
H 0.01 -0.64 5.47
H -1.18 0.62 5.87
H -0.71 2.22 3.22
H -2.30 1.87 3.93
H -1.95 1.43 2.25
H -1.77 -1.83 4.17
H -2.52 -1.04 2.76
H -2.97 -0.53 4.41
O -2.06 2.79 0.03
C -3.06 3.06 -0.89
C -2.68 2.82 -2.34
C -3.70 2.80 -3.32
C -3.37 2.77 -4.65
C -2.01 2.76 -5.00
C -1.08 2.72 -3.99
N -1.40 2.73 -2.68
H -1.68 1.89 -0.31
H -3.32 4.12 -0.79
H -3.99 2.49 -0.70
H -4.73 2.82 -2.99
H -4.14 2.76 -5.41
H -1.68 2.75 -6.03
H -0.02 2.63 -4.20
F -0.41 -5.77 -3.08
C -0.25 -4.40 -3.17
C -1.27 -3.63 -3.68
C -1.10 -2.25 -3.77
C 0.10 -1.59 -3.39
C 0.28 -0.17 -3.52
C 1.09 -2.45 -2.85
C 0.93 -3.82 -2.75
H -2.20 -4.09 -3.97
H -1.92 -1.64 -4.13
H -0.30 0.26 -4.34
H 1.32 0.14 -3.54
H 2.01 -2.00 -2.49
H 1.71 -4.45 -2.32
```

## Properties
calculated total energy = -61168.921 eV
total charge = -2
frontier orbital gap = 3.761 eV
multiplicity = 1
HOMO energy = 0.034 hartree
energy above the lowest of the compared OMol25 structures with the same formula, charge and spin = 0.956 eV
largest force on an atom = 0.88 eV/A
E_LUMO = 4.7 eV

Here are the Mulliken charges for atoms 1 to 4, given in e:
1. Pd -0.54
2. C -1.42
3. C 1.77
4. C -1.12

---

Record 2
# C25H40N

The ion C25H40N with charge +1 (wB97M-V/def2-TZVPD, OMol25).

XYZ file:
```
66
Properties=species:S:1:pos:R:3
C 2.27 -7.67 -2.37
C 1.71 -7.22 -3.72
C 1.25 -5.77 -3.73
C 2.41 -4.78 -3.56
C 2.00 -3.33 -3.83
C 1.00 -2.78 -2.81
C 0.72 -1.30 -3.04
C -0.30 -0.75 -2.04
C -0.56 0.74 -2.27
C -1.68 1.31 -1.40
C -1.43 1.22 0.11
C -0.15 1.89 0.60
C -0.11 3.39 0.31
C 1.11 4.11 0.87
C 1.36 3.99 2.38
C 0.38 4.76 3.27
N -0.96 4.19 3.29
C -1.94 4.82 2.65
C -3.22 4.31 2.54
C -3.49 3.08 3.08
C -2.49 2.39 3.78
C -2.73 1.14 4.38
C -1.75 0.50 5.09
C -0.50 1.11 5.24
C -0.22 2.32 4.67
C -1.20 2.99 3.91
H 1.54 -7.49 -1.58
H 2.49 -8.73 -2.39
H 3.18 -7.13 -2.13
H 2.47 -7.37 -4.49
H 0.85 -7.86 -3.97
H 0.52 -5.62 -2.94
H 0.76 -5.56 -4.68
H 2.81 -4.85 -2.55
H 3.20 -5.05 -4.25
H 1.57 -3.25 -4.83
H 2.90 -2.71 -3.80
H 0.06 -3.33 -2.88
H 1.40 -2.92 -1.80
H 0.34 -1.16 -4.05
H 1.65 -0.73 -2.95
H -1.23 -1.30 -2.14
H 0.08 -0.91 -1.03
H -0.84 0.89 -3.31
H 0.36 1.30 -2.11
H -1.85 2.35 -1.67
H -2.60 0.76 -1.62
H -1.40 0.17 0.40
H -2.29 1.67 0.62
H -0.08 1.71 1.68
H 0.72 1.41 0.14
H -1.04 3.85 0.66
H -0.09 3.53 -0.77
H 1.05 5.17 0.60
H 2.00 3.71 0.37
H 1.38 2.93 2.65
H 2.35 4.40 2.59
H 0.76 4.80 4.29
H 0.30 5.79 2.90
H -1.69 5.78 2.20
H -3.97 4.88 2.01
H -4.47 2.63 2.98
H -3.71 0.70 4.27
H -1.94 -0.46 5.54
H 0.26 0.61 5.83
H 0.75 2.75 4.82
```

## Properties
calculated total energy = -28059.370 eV
total charge = +1
frontier orbital gap = 7.538 eV
multiplicity = 1
HOMO energy = -0.444 hartree
energy above the lowest of the compared OMol25 structures with the same formula, charge and spin = 0.164 eV
largest force on an atom = 1.17 eV/A
E_LUMO = -4.5 eV

Here are the natural (NBO) charges for atoms 1 to 4, given in e:
1. C -0.61
2. C -0.39
3. C -0.39
4. C -0.39

---

Record 3
# C25H40N2O2PS2

A cluster of 2 separate species, C25H40N2O2PS2 in total (wB97M-V/def2-TZVPD, OMol25).

XYZ file:
```
72
Properties=species:S:1:pos:R:3
C 5.03 -4.07 0.63
C 4.82 -3.44 -0.88
C 3.38 -2.67 -1.08
C 3.64 -1.05 -1.13
C 2.33 -0.16 -1.60
C 1.70 0.55 -0.27
C 0.08 0.79 -0.31
C -0.81 -0.52 0.17
C -2.20 -0.41 1.07
C -3.09 -1.75 1.54
C -2.57 -3.29 1.13
C -1.19 -3.37 0.27
C -0.33 -2.05 -0.22
S -0.53 -5.06 -0.19
C -2.08 -6.15 -0.17
C -3.34 -5.67 0.76
C -4.66 -6.68 0.79
C -4.61 -8.08 -0.12
C -3.34 -8.51 -1.08
C -2.03 -7.51 -1.10
P -0.48 -7.91 -2.17
S -0.76 -7.38 -4.05
N -3.41 -4.44 1.63
H 4.56 -5.15 0.76
H 6.18 -4.11 0.94
H 4.52 -3.34 1.39
H 4.97 -4.33 -1.64
H 5.69 -2.67 -1.05
H 2.68 -3.01 -0.18
H 2.88 -3.09 -2.06
H 3.99 -0.73 -0.04
H 4.56 -0.87 -1.87
H 2.77 0.71 -2.28
H 1.56 -0.74 -2.27
H 1.96 -0.04 0.71
H 2.25 1.61 -0.17
H -0.29 1.21 -1.36
H -0.14 1.68 0.46
H -2.53 0.67 1.39
H -4.04 -1.53 2.18
H 0.63 -2.25 -0.86
H -5.62 -6.49 1.43
H -5.53 -8.82 -0.11
H -3.27 -9.48 -1.74
H -0.12 -9.33 -2.05
H 0.71 -7.16 -1.74
H -3.27 -4.65 2.64
C -0.23 4.03 2.76
O -1.00 3.68 1.62
C -1.73 4.75 1.01
C -0.90 5.41 -0.10
N 0.22 6.24 0.44
C -0.12 7.48 1.22
C -0.79 8.56 0.36
O 0.15 9.19 -0.50
C 0.34 8.60 -1.77
H -0.28 3.20 3.48
H 0.81 4.14 2.46
H -0.58 4.94 3.25
H -2.11 5.45 1.75
H -2.60 4.29 0.54
H -1.52 6.05 -0.73
H -0.43 4.65 -0.73
H 0.84 6.51 -0.34
H 0.82 5.64 1.02
H 0.84 7.85 1.61
H -0.75 7.18 2.05
H -1.15 9.34 1.04
H -1.66 8.20 -0.19
H -0.51 7.98 -2.08
H 1.25 7.99 -1.76
H 0.48 9.39 -2.52
```

## Properties
calculated total energy = -64581.665 eV
total charge = +1
frontier orbital gap = 6.050 eV
multiplicity = 1
HOMO energy = -0.337 hartree
largest force on an atom = 4.95 eV/A
E_LUMO = -3.1 eV

Here are the Mulliken charges for atoms 1 to 4, given in e:
1. C -0.93
2. C -0.49
3. C -0.27
4. C -0.72

---

Record 4
# C25H40N2O3

The molecule C25H40N2O3 (wB97M-V/def2-TZVPD, OMol25).

XYZ file:
```
70
Properties=species:S:1:pos:R:3
C -1.32 -2.92 -1.37
O -0.09 -2.37 -1.75
C 0.27 -1.10 -1.41
C 1.39 -0.63 -2.09
C 1.92 0.62 -1.85
C 1.34 1.44 -0.90
C 1.86 2.82 -0.63
O 1.46 3.78 -1.25
N 2.80 2.91 0.35
C 3.39 4.19 0.63
C 3.30 1.77 1.08
C 4.59 1.20 0.46
C 4.98 -0.17 1.02
C 4.16 -1.34 0.47
C 2.84 -1.64 1.19
C 2.53 -3.12 0.89
C 3.82 -3.71 0.30
C 4.90 -2.67 0.59
C 0.20 1.00 -0.23
C -0.36 -0.26 -0.46
O -1.45 -0.73 0.21
C -2.24 0.14 0.99
C -3.03 1.14 0.14
C -4.09 0.42 -0.71
N -4.98 -0.43 0.04
C -6.22 0.11 0.55
C -7.20 0.31 -0.61
C -6.13 1.41 1.37
C -4.25 -1.37 0.86
C -3.21 -0.74 1.79
H -2.16 -2.31 -1.71
H -1.36 -3.90 -1.86
H -1.39 -3.06 -0.29
H 1.83 -1.29 -2.82
H 2.78 0.96 -2.41
H 4.46 4.18 0.40
H 2.90 4.94 0.01
H 3.26 4.44 1.69
H 3.49 2.08 2.11
H 2.54 0.99 1.09
H 4.45 1.12 -0.62
H 5.41 1.90 0.64
H 4.90 -0.15 2.11
H 6.02 -0.35 0.77
H 3.95 -1.16 -0.59
H 2.02 -1.01 0.84
H 2.96 -1.48 2.26
H 2.25 -3.64 1.81
H 1.71 -3.21 0.19
H 4.06 -4.69 0.72
H 3.71 -3.82 -0.78
H 5.75 -2.75 -0.09
H 5.27 -2.79 1.61
H -0.24 1.66 0.50
H -1.59 0.68 1.71
H -2.35 1.68 -0.53
H -3.49 1.87 0.81
H -3.57 -0.21 -1.44
H -4.67 1.15 -1.26
H -6.64 -0.66 1.20
H -8.20 0.52 -0.23
H -7.24 -0.59 -1.22
H -6.90 1.14 -1.25
H -5.45 1.29 2.21
H -7.11 1.67 1.75
H -5.78 2.23 0.74
H -3.73 -2.06 0.18
H -4.96 -1.96 1.45
H -3.70 -0.12 2.54
H -2.65 -1.52 2.30
```

## Properties
calculated total energy = -35696.872 eV
frontier orbital gap = 8.780 eV
multiplicity = 1
HOMO energy = -0.296 hartree
energy above the lowest of the compared OMol25 structures with the same formula, charge and spin = 0.244 eV
largest force on an atom = 0.79 eV/A
E_LUMO = 0.7 eV

Here are the natural (NBO) charges for atoms 1 to 4, given in e:
1. C -0.24
2. O -0.50
3. C 0.24
4. C -0.24

---

Record 5
# C25H40N6S

A structure of composition C25H40N6S (wB97M-V/def2-TZVPD, OMol25).

XYZ file:
```
72
Properties=species:S:1:pos:R:3
C -9.01 -2.21 1.48
C -8.41 -1.94 -0.02
C -6.94 -1.40 -0.09
H -6.43 -2.29 0.40
C -6.84 -0.32 0.46
N -5.63 0.36 0.31
C -5.66 1.76 0.65
C -6.24 2.66 -0.81
H -6.13 3.73 -0.65
H -7.24 2.38 -0.76
H -5.82 2.54 -1.61
H -6.18 2.25 1.32
H -4.51 2.04 0.46
C -4.42 -0.18 0.86
C -3.78 -1.22 -0.32
H -2.89 -1.56 0.36
H -4.34 -2.25 -0.31
C -3.59 -0.56 -1.46
N -2.81 0.89 -1.50
C -1.70 1.08 -0.83
N -0.84 0.00 -1.06
C 0.44 0.00 -0.44
C 1.33 1.09 -0.16
C 2.62 0.83 0.31
C 3.24 -0.35 -0.15
N 4.61 -0.76 0.39
C 5.32 0.02 0.77
N 6.62 0.03 1.12
C 7.63 0.73 1.16
H 7.43 1.76 1.27
C 8.39 0.73 -0.37
N 8.80 -0.77 -0.62
C 9.60 -0.88 -1.70
H 9.90 -2.08 -1.80
H 10.39 -0.32 -1.72
H 9.00 -0.51 -2.58
C 7.73 -1.65 -0.58
C 7.02 -1.48 1.22
H 6.13 -2.11 1.04
H 7.62 -1.61 1.84
H 8.15 -2.76 -0.36
H 6.82 -1.39 -0.96
H 9.15 1.24 -0.35
H 7.61 0.78 -1.08
H 8.32 0.56 1.75
C 4.99 1.47 0.86
C 3.62 1.73 0.60
C 3.16 3.09 0.70
H 3.83 4.00 0.91
H 2.55 3.65 -0.26
H 2.21 3.33 1.30
H 5.51 2.37 1.15
C 2.61 -1.54 -0.41
C 1.18 -1.47 -0.55
H 0.61 -2.29 -0.84
H 2.90 -2.49 -0.14
H 0.89 1.90 -0.25
H -1.24 -0.86 -1.26
S -1.34 2.67 -0.39
H -3.39 1.54 -1.01
H -4.47 -0.40 -2.08
H -2.94 -1.17 -2.13
H -3.65 0.46 1.10
H -4.89 -0.88 1.81
H -6.93 -0.35 1.74
H -7.60 0.47 0.31
H -6.77 -1.51 -1.05
H -9.12 -1.03 -0.35
H -8.81 -2.92 -0.54
H -9.00 -1.23 2.40
H -8.37 -2.82 2.00
H -10.01 -2.61 1.47
```

## Properties
calculated total energy = -46325.558 eV
frontier orbital gap = 6.981 eV
multiplicity = 1
HOMO energy = -0.253 hartree
energy above the lowest of the compared OMol25 structures with the same formula, charge and spin = 25.637 eV
largest force on an atom = 19.83 eV/A
E_LUMO = 0.1 eV

Here are the natural (NBO) charges for atoms 1 to 4, given in e:
1. C -0.59
2. C -0.38
3. C -0.46
4. H 0.21

---

Record 6
# C25H41F4N6PTa

A structure of composition C25H41F4N6PTa (wB97M-V/def2-TZVPD, OMol25).

XYZ file:
```
78
Properties=species:S:1:pos:R:3
Ta -0.28 0.63 0.04
C -3.00 1.58 1.09
N -2.29 0.41 0.46
C -2.99 0.02 -0.81
C -2.24 -0.76 1.43
C -1.30 -0.43 2.59
N -0.09 0.14 1.96
C 1.13 0.44 2.61
C 2.22 0.50 1.75
F 1.89 0.30 0.36
C 3.51 0.70 2.15
F 4.49 0.74 1.26
C 3.75 0.86 3.50
C 2.69 0.81 4.38
F 2.88 0.98 5.67
C 1.37 0.61 3.95
F 0.37 0.59 4.82
H -3.96 1.24 1.46
H -3.14 2.34 0.33
H -2.40 1.98 1.90
H -4.03 -0.21 -0.60
H -2.53 -0.87 -1.24
H -2.96 0.85 -1.52
H -1.87 -1.63 0.87
H -3.25 -1.01 1.77
H -1.05 -1.32 3.16
H -1.74 0.30 3.27
H 4.76 1.02 3.87
N 0.02 2.35 0.00
P 0.25 4.03 0.24
N 0.35 4.41 1.80
C -0.84 4.30 2.68
C -0.64 3.18 3.70
C 0.63 3.40 4.51
C 1.83 3.54 3.58
C 1.61 4.63 2.54
N 1.68 4.31 -0.47
C 2.38 3.46 -1.45
C 2.11 3.89 -2.88
C 2.48 5.36 -3.07
C 1.79 6.24 -2.04
C 2.06 5.75 -0.62
N -1.11 4.69 -0.35
C -1.75 4.23 -1.60
C -3.22 4.63 -1.58
C -3.37 6.16 -1.62
C -2.15 6.85 -0.98
C -1.59 6.02 0.16
H -1.72 4.13 2.07
H -0.97 5.25 3.19
H -0.57 2.22 3.16
H -1.51 3.13 4.35
H 0.78 2.59 5.22
H 0.53 4.31 5.10
H 2.02 2.60 3.05
H 2.74 3.77 4.14
H 2.43 4.68 1.84
H 1.52 5.61 3.03
H 2.11 2.41 -1.28
H 3.45 3.54 -1.22
H 1.04 3.75 -3.11
H 2.67 3.26 -3.56
H 2.23 5.69 -4.08
H 3.57 5.47 -2.98
H 0.71 6.25 -2.21
H 2.13 7.27 -2.12
H 1.54 6.35 0.12
H 3.13 5.81 -0.39
H -1.63 3.15 -1.68
H -1.26 4.67 -2.47
H -3.69 4.24 -0.67
H -3.74 4.17 -2.42
H -4.28 6.45 -1.10
H -3.48 6.50 -2.65
H -2.42 7.83 -0.60
H -1.37 7.02 -1.73
H -2.35 5.86 0.92
H -0.76 6.55 0.63
```

## Properties
calculated total energy = -57215.098 eV
total charge = +3
frontier orbital gap = 6.008 eV
multiplicity = 1
HOMO energy = -0.643 hartree
largest force on an atom = 1.85 eV/A
E_LUMO = -11.5 eV

Here are the Mulliken charges for atoms 1 to 4, given in e:
1. Ta 1.64
2. C -0.72
3. N 0.05
4. C -0.97